Density functional theory data (the ωB97M-V functional and the def2-TZVPD basis) for a cluster of 9 separate species, C23H64BO12 in total.

Geometry as XYZ:
```
100
Properties=species:S:1:pos:R:3
C -5.27181 0.11125 0.99824
C -6.39711 0.97092 0.40648
O -5.93987 2.16985 -0.18234
C -5.44170 3.09984 0.75202
C -4.51866 4.07945 0.05307
O -3.37703 3.46141 -0.47158
C -3.40358 3.11165 -1.86246
C -2.86503 1.70545 -2.03950
C -2.92077 1.05702 -3.46593
O -1.59877 0.90744 -3.88423
B -0.85547 0.68668 -2.61484
O -1.50159 1.70175 -1.71093
H -4.30732 0.52845 0.71436
H -5.30670 0.07589 2.08735
H -5.31614 -0.90949 0.62170
H -7.15541 1.19693 1.17064
H -6.90175 0.43128 -0.39382
H -4.86132 2.60239 1.53805
H -6.25894 3.65256 1.23866
H -5.09230 4.62641 -0.70884
H -4.17849 4.80889 0.79438
H -2.74637 3.79713 -2.40940
H -4.42744 3.20676 -2.22785
H -3.41078 1.03905 -1.35131
H -3.50164 1.61262 -4.20634
H -3.36859 0.05721 -3.32342
H -1.07316 -0.48379 -2.18087
H 0.34412 0.91540 -2.69102
C -2.83914 7.77794 2.47380
C -3.36940 6.81120 3.51660
O -3.28539 5.45994 3.09194
H -3.38000 7.65446 1.53543
H -2.94585 8.81119 2.80944
H -1.78092 7.59194 2.27733
H -4.42935 6.99167 3.70025
H -2.83609 6.94999 4.46542
H -2.35968 5.25120 2.92092
C 4.66217 0.05802 -4.06206
C 3.48983 0.32217 -3.13041
O 2.54652 -0.72241 -3.12783
H 4.30370 -0.11554 -5.07776
H 5.35722 0.90104 -4.07181
H 5.21235 -0.83092 -3.74098
H 2.93456 1.20590 -3.44467
H 3.86651 0.51458 -2.11500
H 2.96909 -1.54137 -2.83830
C 2.63061 -2.37364 1.17424
C 2.73678 -1.92098 -0.26705
O 3.31124 -2.94896 -1.09766
H 3.60429 -2.65922 1.56979
H 2.21957 -1.57775 1.79655
H 1.96157 -3.23638 1.25067
H 3.40680 -1.06707 -0.35851
H 1.76750 -1.62111 -0.67038
H 2.71700 -3.70701 -1.05872
C -5.47540 2.55750 5.72426
C -5.37188 3.61234 4.63847
O -6.64253 3.87870 4.04429
H -5.88136 1.63178 5.31460
H -4.49670 2.34639 6.15853
H -6.13860 2.88996 6.52803
H -4.72312 3.28559 3.83026
H -4.95293 4.53928 5.04083
H -7.23502 4.17851 4.74174
C -4.83737 5.51294 -6.04604
C -4.13613 4.55274 -5.10103
O -5.00361 3.54159 -4.61103
H -5.69024 5.97952 -5.55067
H -4.15498 6.29639 -6.38133
H -5.20666 4.98654 -6.93026
H -3.77668 5.07764 -4.21687
H -3.26729 4.09956 -5.59031
H -5.32101 3.02508 -5.35951
C 6.05440 -5.09218 4.26553
C 5.51128 -4.47061 2.99454
O 5.17158 -3.09601 3.14495
H 5.33173 -4.98734 5.07620
H 6.27697 -6.14732 4.10342
H 6.98058 -4.59981 4.57379
H 4.58548 -4.96047 2.69231
H 6.23208 -4.59254 2.17827
H 5.96644 -2.61336 3.39597
C 7.59702 -10.37729 4.07143
C 6.77966 -9.11215 3.89696
O 7.57228 -8.00376 3.48378
H 8.39587 -10.21682 4.79587
H 6.96953 -11.19946 4.41841
H 8.05279 -10.67757 3.12495
H 6.33386 -8.81023 4.84467
H 5.96454 -9.28039 3.18505
H 7.97323 -8.21917 2.63476
C 6.78095 -4.58036 -3.71188
C 5.61265 -3.91960 -4.42311
O 4.39017 -4.08659 -3.72987
H 6.58764 -5.64501 -3.57298
H 7.70422 -4.46293 -4.28283
H 6.93210 -4.13286 -2.72663
H 5.45811 -4.37186 -5.40343
H 5.82300 -2.85632 -4.58095
H 4.45551 -3.67934 -2.85464
```

Gap between HOMO and LUMO, eV: 5.3
E_LUMO, eV: 1.8
Total charge: -1
HOMO level, eV: -3.5

---

Density functional theory data (the ωB97M-V functional and the def2-TZVPD basis) for a cluster of 10 separate species, C23H65NO10 in total.

Geometry as XYZ:
```
99
Properties=species:S:1:pos:R:3
C -6.10247 -1.35317 -1.56232
C -4.81652 -1.85489 -0.88904
C -5.09772 -3.23489 -0.30299
C -3.70099 -1.99532 -1.94045
C -2.96812 -0.71156 -2.27489
C -2.50834 -0.00251 -1.00933
C -3.59334 0.23988 0.04348
C -2.94916 0.67134 1.34174
C -4.48089 1.40369 -0.46803
N -4.36378 -0.98108 0.19275
O -5.35905 -0.82218 1.19545
H -6.37650 -2.02871 -2.37633
H -6.92599 -1.29201 -0.85153
H -5.98018 -0.37188 -2.01832
H -4.19594 -3.69094 0.10878
H -5.82023 -3.13750 0.50794
H -5.49216 -3.90297 -1.06880
H -2.99888 -2.77517 -1.63184
H -4.21267 -2.39896 -2.81975
H -2.07686 -0.92293 -2.86722
H -3.60153 -0.06051 -2.88231
H -2.12058 0.96410 -1.34428
H -1.67887 -0.54797 -0.54903
H -3.67970 0.88205 2.12305
H -2.30908 1.55304 1.26213
H -2.27853 -0.11628 1.70056
H -5.33978 1.57211 0.18161
H -4.84590 1.17717 -1.46916
H -3.91652 2.33433 -0.56878
H -5.05242 -1.39311 1.90714
C 4.31087 -0.05503 -2.98915
C 4.43049 1.20958 -3.82057
O 3.12968 1.64078 -4.25441
H 3.87133 -0.93439 -3.45752
H 3.65795 0.21728 -2.15328
H 5.27915 -0.31408 -2.56294
H 5.04127 1.04003 -4.71072
H 4.83171 1.95701 -3.13249
H 3.15439 2.58312 -4.44149
C 5.06686 -3.37444 -0.47472
C 5.64771 -2.12230 0.13552
O 4.56860 -1.16085 0.19164
H 4.23403 -3.75839 0.12624
H 5.78856 -4.17928 -0.59128
H 4.58317 -3.13153 -1.42304
H 6.42252 -1.76258 -0.54976
H 6.03455 -2.24616 1.14733
H 4.94495 -0.36560 0.58885
C -1.14639 -2.99691 1.74562
C -2.35159 -3.32117 2.60005
O -2.53184 -2.27575 3.56480
H -0.26606 -2.83184 2.36744
H -1.37199 -2.06901 1.21266
H -0.96220 -3.78269 1.01674
H -2.23904 -4.28099 3.11794
H -3.24963 -3.40603 1.97962
H -3.43085 -2.32066 3.89881
C 5.33265 3.89475 -0.90159
C 3.95516 3.45072 -0.44947
O 3.98768 2.90672 0.86130
H 5.26611 4.22148 -1.94463
H 6.08367 3.10349 -0.91625
H 5.66156 4.72803 -0.28190
H 3.56185 2.70323 -1.15164
H 3.29543 4.32686 -0.46424
H 3.12115 2.46563 0.94123
C -0.08325 1.85611 4.85048
C -0.81798 0.85764 3.98171
O -0.74082 -0.42788 4.56647
H -0.49030 1.79122 5.86150
H -0.38242 2.84728 4.49460
H 0.99811 1.76607 4.83206
H -0.34773 0.82982 2.98858
H -1.85273 1.19528 3.85833
H -1.20215 -1.08354 4.01869
C -0.76923 3.72887 0.04148
O -0.53197 3.57270 1.43237
H -0.14056 4.50455 -0.40138
H -0.54571 2.77191 -0.42879
H -1.81859 3.94145 -0.18919
H -0.63441 4.39413 1.91752
C 3.09651 -1.01900 3.19689
O 2.95244 -2.27768 2.56020
H 2.31501 -0.29299 2.93949
H 3.01454 -1.16699 4.27257
H 4.07173 -0.59878 2.93331
H 3.26180 -2.19682 1.65106
C 1.29866 0.38146 0.00107
O 1.52690 1.62157 0.64870
H 0.49327 -0.16328 0.50807
H 1.05061 0.48550 -1.06139
H 2.17634 -0.26349 0.06105
H 0.66704 2.04954 0.71767
C -0.16463 0.51981 -4.66305
O 0.41247 1.10398 -3.51034
H 0.17289 -0.51016 -4.83113
H -1.24293 0.46065 -4.50823
H 0.02805 1.12090 -5.55612
H 1.35823 1.23799 -3.67916
```

Gap between HOMO and LUMO, eV: 8.8
E_LUMO, eV: 0.5
SMILES: CC1(C)CCCC(C)(C)N1O.CCO.CCO.CCO.CCO.CCO.CO.CO.CO.CO
HOMO level, eV: -8.2

---

Density functional theory data (the ωB97M-V functional and the def2-TZVPD basis) for a cluster of 4 separate species, C23H68N10O3P3S in total.

Geometry as XYZ:
```
108
Properties=species:S:1:pos:R:3
N 5.95778 2.61217 -2.81707
C 4.55320 2.33133 -2.36217
C 3.64435 3.47109 -2.95821
C 2.42586 3.87456 -2.03006
C 1.29882 2.77498 -1.94588
C 0.03041 3.23403 -2.81158
S -0.84962 1.68863 -3.31939
H 6.15638 2.07660 -3.66004
H 6.56466 2.28974 -2.06430
H 4.56797 2.41064 -1.25072
H 4.23990 1.33033 -2.75060
H 3.31150 3.23684 -4.00901
H 4.26354 4.40453 -3.05535
H 1.99416 4.80512 -2.49682
H 2.79203 4.10202 -0.99721
H 1.61632 1.75277 -2.26420
H 0.92523 2.76538 -0.88407
H -0.61534 3.96173 -2.26111
H 0.37308 3.73519 -3.75440
H -0.48884 0.61226 -2.53749
H -2.21434 1.85363 -3.37161
O 1.29876 1.63644 2.02146
P 1.14706 0.44912 2.98876
N 2.78324 0.49079 3.52394
C 3.70729 -0.61466 3.70071
C 3.20349 1.68679 4.24915
N 0.93537 -0.72552 1.74207
C 1.75548 -1.90206 1.53219
C 0.44434 -0.24683 0.46384
N 0.72915 -0.81140 4.16092
C -0.66953 -1.29910 4.00816
C 0.82673 -0.37549 5.57278
H 3.33861 -1.38658 4.38642
H 4.66427 -0.27894 4.10641
H 3.96017 -1.08189 2.74978
H 2.93560 1.63682 5.31165
H 2.73310 2.58252 3.83694
H 4.28047 1.84860 4.17420
H 2.68186 -1.66100 0.99603
H 1.21436 -2.64571 0.93593
H 1.99916 -2.41012 2.46350
H 1.25313 0.20348 -0.12972
H -0.34346 0.49572 0.60307
H 0.00028 -1.06007 -0.12205
H -1.38898 -0.48608 4.13278
H -0.89176 -2.07434 4.74330
H -0.84586 -1.75689 3.03697
H 0.27227 0.54975 5.74830
H 1.86133 -0.22338 5.87891
H 0.43876 -1.14356 6.24374
O -3.64328 -2.18732 5.49043
P -4.86623 -1.55926 6.17870
N -4.96895 -2.76349 7.40556
C -6.14504 -3.45712 7.89796
C -3.84589 -2.84823 8.33425
N -5.95936 -1.90697 4.89249
C -7.17588 -2.68719 5.00275
C -5.39474 -2.08585 3.55925
N -6.15380 -0.59883 6.93102
C -6.53548 0.58466 6.11618
C -5.79755 -0.04895 8.25922
H -6.92343 -2.78328 8.27534
H -5.89988 -4.13100 8.72197
H -6.57871 -4.10168 7.13489
H -3.93145 -2.11798 9.14892
H -2.89864 -2.65724 7.82429
H -3.75776 -3.84353 8.77370
H -6.97116 -3.76409 4.97283
H -7.85438 -2.45852 4.17320
H -7.74127 -2.45188 5.90336
H -4.97498 -3.09063 3.43025
H -4.61148 -1.35252 3.36608
H -6.15672 -1.93182 2.78921
H -5.68305 1.25141 5.95608
H -7.33135 1.14812 6.60853
H -6.93033 0.30419 5.14189
H -4.84606 0.48882 8.23147
H -5.73241 -0.82989 9.01598
H -6.57001 0.63372 8.61767
O 1.34951 1.12924 -9.63031
P 2.07368 0.79336 -8.31946
N 3.38403 -0.01862 -9.08337
C 4.00058 -1.28229 -8.72297
C 4.23967 0.79067 -9.94807
N 0.88273 -0.32647 -7.77124
C 1.11828 -1.71759 -7.43773
C -0.47086 -0.18187 -8.30072
N 2.84159 0.65640 -6.72395
C 1.97428 1.16130 -5.63367
C 4.10372 1.42009 -6.59581
H 4.38154 -1.30524 -7.69439
H 4.85096 -1.51377 -9.36778
H 3.31483 -2.11673 -8.86174
H 5.00547 1.33106 -9.37722
H 3.65562 1.53458 -10.49428
H 4.74008 0.18404 -10.70447
H 1.14308 -2.35046 -8.33219
H 0.31985 -2.09710 -6.78914
H 2.03663 -1.86010 -6.86906
H -0.56257 -0.62280 -9.29930
H -0.75810 0.86810 -8.35551
H -1.20056 -0.66691 -7.64438
H 1.71438 2.21520 -5.78777
H 2.47282 1.06112 -4.66398
H 1.04697 0.59580 -5.54886
H 3.97952 2.46167 -6.90608
H 4.90548 0.97674 -7.18461
H 4.46431 1.40698 -5.56427
```

Gap between HOMO and LUMO, eV: 6.0
E_LUMO, eV: -3.7
Total charge: +1
HOMO level, eV: -9.6